(1)
C25H19BCl2F2FeN9O2 | ωB97M-V/def2-TZVPD

Element x y z (Å)
Fe: -0.482 0.400 -0.937
C: -1.112 -0.244 4.199
C: -1.644 0.424 3.084
N: -0.838 0.322 2.039
N: 0.211 -0.405 2.443
C: 0.076 -0.767 3.739
B: 1.270 -0.759 1.401
N: 0.851 -2.077 0.769
C: 1.192 -3.371 0.783
C: 0.254 -4.058 0.036
C: -0.625 -3.065 -0.412
N: -0.254 -1.867 0.027
N: 1.595 0.189 0.391
C: 2.812 1.918 1.564
C: 1.828 3.619 -0.287
C: 0.519 3.502 -0.158
N: 0.300 2.153 0.193
N: 2.724 -0.517 2.303
C: 3.343 -1.144 3.291
C: 4.196 -0.271 3.982
C: 4.042 0.933 3.359
N: 3.150 0.790 2.330
H: -1.531 -0.335 5.186
H: -2.569 0.973 3.000
H: 0.815 -1.369 4.241
H: 2.064 -3.719 1.312
H: 0.219 -5.114 -0.163
H: -1.506 -3.170 -1.024
H: 3.120 2.869 1.965
H: 2.475 4.458 -0.060
H: -0.143 3.884 -0.941
H: 3.164 -2.195 3.441
H: 4.841 -0.499 4.812
H: 4.510 1.885 3.541
F: -4.531 3.437 0.551
C: -4.083 2.445 -0.238
C: -2.752 2.077 -0.157
C: -2.326 1.056 -0.979
C: -3.178 0.394 -1.868
C: -4.503 0.810 -1.887
F: -5.388 0.205 -2.704
C: -4.980 1.831 -1.089
C: -2.565 -0.630 -2.717
C: -3.138 -1.303 -3.789
C: -2.341 -2.158 -4.534
C: -1.000 -2.317 -4.216
C: -0.500 -1.623 -3.130
N: -1.280 -0.833 -2.398
H: -2.094 2.566 0.546
H: -6.017 2.129 -1.132
H: -4.173 -1.147 -4.046
H: -2.769 -2.687 -5.376
H: -0.348 -2.951 -4.798
H: 0.543 -1.675 -2.829
Cl: 1.862 1.687 0.142
C: 2.819 1.509 -1.434
Cl: 0.334 1.539 -2.797
C: 3.337 0.171 -2.049
O: 4.376 0.572 -2.605
O: 2.763 -0.906 -1.974
H: 3.065 2.427 -1.944

Calculated values
Net charge: 0
Lowest unoccupied orbital energy (alpha / beta) in eV: -1.1 / -2.7
Multiplicity: 6
Energy relative to the best compared isomer or geometry (same formula, charge and spin) in kcal/mol: 468.6
Highest occupied orbital energy (alpha / beta) in eV: -7.8 / -7.9
Gap between HOMO and LUMO (alpha / beta) in eV: 6.73 / 5.23

***

(2)
C25H19BaI2N7O11 | ωB97M-V/def2-TZVPD

Element x y z (Å)
Ba: -0.776 -0.081 0.561
O: 5.152 -0.383 -1.283
C: 4.659 0.651 -1.977
C: 5.542 1.365 -2.791
C: 5.106 2.447 -3.532
C: 3.776 2.842 -3.482
C: 2.897 2.135 -2.679
C: 3.304 1.042 -1.920
C: 2.260 0.348 -1.087
O: 1.084 0.775 -1.123
N: 2.717 -0.699 -0.404
N: 1.784 -1.317 0.419
C: 2.097 -2.525 0.697
C: 1.386 -3.467 1.577
C: 1.955 -4.746 1.651
C: 1.426 -5.759 2.427
C: 0.274 -5.506 3.166
C: -0.314 -4.260 3.114
C: 0.214 -3.219 2.330
O: -0.436 -2.065 2.321
H: 4.363 -0.751 -0.766
H: 6.576 1.043 -2.817
H: 5.812 2.985 -4.156
H: 3.430 3.689 -4.061
H: 1.853 2.410 -2.612
H: 2.993 -2.938 0.229
H: 2.849 -4.931 1.065
H: 1.899 -6.733 2.449
H: -0.169 -6.282 3.780
H: -1.215 -4.044 3.675
O: -3.117 1.493 -0.208
C: -3.419 0.267 -0.284
O: -3.525 -0.501 0.696
C: -3.516 -0.350 -1.669
C: -4.521 0.079 -2.484
C: -4.705 -0.495 -3.754
C: -3.864 -1.495 -4.196
C: -2.842 -1.932 -3.382
C: -2.561 -1.379 -2.074
O: -1.572 -1.697 -1.385
N: -2.037 -3.029 -3.921
O: -1.383 -3.707 -3.156
O: -2.112 -3.253 -5.129
N: -5.783 -0.057 -4.596
O: -5.913 -0.565 -5.705
O: -6.515 0.838 -4.185
H: -5.181 0.869 -2.153
H: -4.002 -1.943 -5.167
I: -0.185 -0.698 4.106
I: 0.036 1.237 6.162
C: -1.182 4.616 4.380
N: -0.372 3.903 3.433
C: 1.073 3.900 3.406
C: 1.359 2.966 2.214
O: 2.456 2.750 1.768
N: 0.153 2.424 1.807
C: -0.796 3.015 2.507
N: -2.113 2.808 2.276
H: -0.736 5.593 4.572
H: -1.274 4.078 5.328
H: -2.175 4.781 3.962
H: 1.504 3.470 4.314
H: 1.481 4.899 3.238
H: -2.404 2.263 1.460
H: -2.755 2.828 3.048

Calculated values
Net charge: -2
Lowest unoccupied orbital energy in eV: 3.3
Energy relative to the best compared isomer or geometry (same formula, charge and spin) in kcal/mol: 10.0
Highest occupied orbital energy in eV: -3.1
Gap between HOMO and LUMO in eV: 6.38

***

(3)
C25H19BrCl3N2O2PPd | ωB97M-V/def2-TZVPD

Element x y z (Å)
Pd: -1.231 -0.104 0.020
N: 1.319 1.919 0.160
P: 1.151 0.302 -0.353
C: 1.814 0.213 -2.033
C: 1.395 -0.861 -2.815
C: 1.895 -1.021 -4.099
C: 2.799 -0.103 -4.613
C: 3.211 0.976 -3.842
C: 2.723 1.131 -2.554
C: 2.390 -0.567 0.645
C: 2.167 -0.670 2.018
C: 3.051 -1.375 2.816
C: 4.158 -1.994 2.248
C: 4.380 -1.905 0.883
C: 3.497 -1.195 0.080
C: 0.250 2.728 0.531
C: 0.458 4.083 0.827
C: -0.625 4.855 1.178
C: -1.898 4.286 1.223
C: -2.014 2.949 0.920
N: -0.966 2.181 0.595
H: 2.232 2.339 0.250
H: 0.684 -1.577 -2.414
H: 1.569 -1.859 -4.701
H: 3.180 -0.224 -5.619
H: 3.913 1.695 -4.243
H: 3.054 1.976 -1.962
H: 1.284 -0.226 2.462
H: 2.867 -1.461 3.879
H: 4.841 -2.556 2.871
H: 5.236 -2.394 0.437
H: 3.671 -1.139 -0.987
H: 1.453 4.504 0.766
H: -0.484 5.903 1.409
H: -2.772 4.863 1.487
H: -2.971 2.444 0.930
Br: -7.978 -0.609 0.490
C: -6.086 -0.481 0.368
C: -5.367 -0.003 1.450
C: -3.984 0.093 1.348
C: -3.307 -0.273 0.185
C: -4.065 -0.774 -0.872
C: -5.450 -0.876 -0.794
H: -5.880 0.281 2.360
H: -3.432 0.445 2.214
H: -3.582 -1.111 -1.784
H: -6.026 -1.265 -1.624
Cl: 0.094 -3.873 3.129
C: -0.197 -3.880 1.390
Cl: 1.304 -4.316 0.545
Cl: -1.467 -5.050 1.008
C: -0.646 -2.490 0.865
O: -0.794 -1.561 1.688
O: -0.819 -2.375 -0.366

Calculated values
Net charge: 0
Lowest unoccupied orbital energy (alpha / beta) in eV: 0.3 / -1.2
Multiplicity: 3
Energy relative to the best compared isomer or geometry (same formula, charge and spin) in kcal/mol: 1.6
Highest occupied orbital energy (alpha / beta) in eV: -7.3 / -8.2
Gap between HOMO and LUMO (alpha / beta) in eV: 7.51 / 7.00

***

(4)
C25H19BrFIN7O6S2V | ωB97M-V/def2-TZVPD

Element x y z (Å)
V: 0.598 -0.162 0.890
C: -5.305 1.763 1.315
S: -4.122 0.974 2.409
C: -2.967 0.183 1.273
S: -3.058 0.446 -0.402
N: -2.166 -0.535 2.001
N: -1.063 -1.081 1.341
C: -1.072 -2.389 1.238
C: 0.086 -3.005 0.672
C: 0.243 -4.394 0.540
C: 1.395 -4.892 -0.012
C: 2.399 -4.007 -0.427
C: 2.184 -2.658 -0.263
N: 1.059 -2.155 0.261
H: -6.056 2.205 1.973
H: -4.841 2.538 0.708
H: -5.778 1.042 0.652
H: -1.932 -2.955 1.575
H: -0.551 -5.050 0.872
H: 1.527 -5.961 -0.122
H: 3.323 -4.361 -0.859
H: 2.916 -1.921 -0.571
Br: 2.283 3.033 -1.259
C: 3.440 2.011 -0.153
C: 4.806 2.216 -0.295
C: 5.653 1.473 0.505
C: 5.108 0.574 1.409
C: 3.731 0.460 1.469
N: 2.900 1.166 0.693
C: 3.082 -0.531 2.430
O: 3.788 -1.236 3.131
O: 1.807 -0.513 2.365
H: 5.173 2.932 -1.015
H: 6.726 1.595 0.422
H: 5.703 -0.045 2.065
I: -0.108 0.776 4.533
C: -0.450 2.081 2.940
C: -0.997 3.307 3.288
C: -1.362 4.189 2.285
C: -1.180 3.811 0.971
C: -0.608 2.580 0.714
N: -0.214 1.728 1.673
H: -1.159 3.540 4.329
H: -1.806 5.143 2.539
H: -1.484 4.435 0.142
H: -0.465 2.230 -0.297
F: -2.475 -3.439 -1.983
C: -2.316 -2.241 -2.561
C: -1.114 -1.688 -2.703
N: -0.933 -0.459 -3.302
C: 0.407 0.102 -3.336
C: 1.021 0.189 -1.945
O: 2.243 0.144 -1.823
O: 0.148 0.257 -1.015
C: -2.003 0.309 -3.697
O: -1.903 1.431 -4.153
N: -3.232 -0.315 -3.567
C: -3.520 -1.558 -3.017
O: -4.650 -1.989 -2.961
H: -0.221 -2.180 -2.339
H: 0.333 1.100 -3.762
H: 1.057 -0.500 -3.971
H: -4.027 0.256 -3.811

Calculated values
Net charge: -1
Lowest unoccupied orbital energy (alpha / beta) in eV: 2.4 / 2.1
Multiplicity: 4
Energy relative to the best compared isomer or geometry (same formula, charge and spin) in kcal/mol: 19.5
Highest occupied orbital energy (alpha / beta) in eV: -3.8 / -4.7
Gap between HOMO and LUMO (alpha / beta) in eV: 6.14 / 6.83

***

(5)
C25H19F9IN5O6Pt | ωB97M-V/def2-TZVPD

Element x y z (Å)
Pt: 0.835 -0.381 0.263
O: 0.234 -2.282 -5.290
C: 0.009 -3.279 -4.453
O: -0.400 -4.355 -4.813
C: 0.289 -3.025 -3.012
C: 0.160 -3.983 -2.024
N: 0.470 -3.399 -0.861
N: 0.814 -2.129 -1.032
C: 0.687 -1.864 -2.322
C: 1.015 -0.465 -2.736
O: 1.006 -0.157 -3.931
O: 1.310 0.319 -1.770
H: 0.554 -1.458 -4.826
H: -0.143 -5.014 -2.107
H: 0.436 -3.785 0.071
I: 0.151 0.822 6.133
C: 1.396 0.289 4.548
C: 2.768 0.205 4.714
C: 3.543 -0.164 3.625
C: 2.925 -0.425 2.418
N: 1.600 -0.337 2.276
C: 0.842 0.011 3.311
H: 3.222 0.422 5.672
H: 4.617 -0.246 3.710
H: 3.490 -0.704 1.541
H: -0.224 0.049 3.148
C: -0.675 4.743 -2.358
N: 0.396 3.911 -1.840
N: 0.189 3.014 -0.810
C: 1.444 2.621 -0.325
O: 1.637 1.738 0.544
C: 2.392 3.415 -1.017
C: 1.714 4.179 -1.924
C: 2.218 5.207 -2.876
C: -0.984 2.214 -0.764
C: -1.491 1.868 0.484
C: -2.586 1.014 0.563
C: -3.159 0.501 -0.589
C: -2.657 0.870 -1.831
C: -1.574 1.729 -1.925
H: -1.621 4.406 -1.952
H: -0.718 4.676 -3.445
H: -0.525 5.786 -2.074
H: 3.459 3.360 -0.881
H: 3.302 5.153 -2.934
H: 1.943 6.210 -2.541
H: 1.803 5.053 -3.872
H: -1.073 2.318 1.375
H: -2.993 0.763 1.532
H: -3.992 -0.186 -0.515
H: -3.088 0.465 -2.738
H: -1.148 1.965 -2.892
F: -0.194 -2.353 4.116
C: -0.519 -3.287 3.200
F: -1.054 -4.325 3.857
F: 0.642 -3.710 2.655
C: -1.437 -2.675 2.078
O: -0.734 -1.940 1.240
C: -2.121 -3.882 1.312
F: -3.158 -4.440 1.951
F: -2.553 -3.478 0.114
F: -1.220 -4.876 1.081
C: -2.595 -1.880 2.782
F: -3.603 -1.649 1.920
F: -3.110 -2.495 3.857
F: -2.162 -0.670 3.191

Calculated values
Net charge: 0
Lowest unoccupied orbital energy (alpha / beta) in eV: -1.2 / -1.2
Energy relative to the best compared isomer or geometry (same formula, charge and spin) in kcal/mol: 43.4
Highest occupied orbital energy (alpha / beta) in eV: -8.5 / -8.5
Gap between HOMO and LUMO (alpha / beta) in eV: 7.33 / 7.33

***

(6)
C25H19N2O4PRe | ωB97M-V/def2-TZVPD

Element x y z (Å)
Re: 0.811 -1.523 0.778
O: 3.265 -1.842 -2.391
C: 2.788 -1.691 -1.318
O: 1.524 -2.077 -0.972
C: 3.497 -0.998 -0.174
C: 4.816 -0.613 -0.107
C: 5.277 -0.063 1.090
C: 4.437 0.075 2.197
C: 3.130 -0.332 2.066
N: 2.704 -0.820 0.893
C: 2.054 -0.368 3.125
O: 2.155 0.130 4.194
O: 0.909 -0.963 2.661
H: 5.459 -0.758 -0.964
H: 6.313 0.240 1.170
H: 4.784 0.470 3.143
N: -0.922 -2.850 0.721
C: -2.244 -2.226 0.501
C: -3.389 -2.968 0.712
C: -4.622 -2.372 0.482
C: -4.702 -1.052 0.051
C: -3.546 -0.314 -0.146
C: -2.304 -0.908 0.074
P: -0.796 0.041 -0.110
C: -0.370 0.282 -1.814
C: -1.035 -0.421 -2.815
C: -0.606 -0.299 -4.129
C: 0.483 0.503 -4.430
C: 1.152 1.200 -3.427
C: 0.731 1.094 -2.115
C: -0.918 1.594 0.746
C: -0.935 1.643 2.143
C: -1.149 2.856 2.773
C: -1.354 4.006 2.019
C: -1.349 3.954 0.632
C: -1.129 2.749 -0.016
H: -0.751 -3.518 -0.037
H: -0.966 -3.412 1.574
H: -3.332 -3.995 1.050
H: -5.526 -2.943 0.645
H: -5.667 -0.597 -0.122
H: -3.609 0.722 -0.456
H: -1.884 -1.051 -2.579
H: -1.123 -0.832 -4.916
H: 0.815 0.592 -5.456
H: 1.996 1.829 -3.676
H: 1.238 1.653 -1.336
H: -0.791 0.751 2.738
H: -1.159 2.905 3.853
H: -1.524 4.951 2.518
H: -1.516 4.852 0.053
H: -1.123 2.713 -1.096

Calculated values
Net charge: +2
Lowest unoccupied orbital energy (alpha / beta) in eV: -8.1 / -8.6
Multiplicity: 4
Highest occupied orbital energy (alpha / beta) in eV: -15.3 / -15.3
Gap between HOMO and LUMO (alpha / beta) in eV: 7.19 / 6.68

***

(7)
C25H19N5SSr | ωB97M-V/def2-TZVPD

Element x y z (Å)
Sr: 1.969 2.350 -0.611
C: 3.639 4.053 -1.646
C: 4.106 2.762 -2.069
C: 4.539 2.088 -0.907
C: 4.229 2.920 0.209
C: 3.715 4.136 -0.239
H: 3.397 4.860 -2.307
H: 4.202 2.491 -3.121
H: 4.920 1.064 -0.821
H: 4.399 2.623 1.215
H: 3.171 4.904 0.234
N: -6.561 -3.925 -0.855
C: -5.763 -3.102 -0.881
C: -4.589 -2.280 -0.811
C: -4.524 -1.095 -0.042
C: -3.263 -0.482 0.137
C: -2.100 -1.043 -0.352
C: -2.224 -2.101 -1.254
C: -3.452 -2.727 -1.471
C: -0.678 -0.526 0.103
C: -0.762 0.943 -0.063
C: -1.353 1.725 -1.022
C: -1.157 3.079 -0.658
C: -0.557 3.086 0.593
N: -0.221 1.806 0.895
C: 0.484 -1.068 -0.729
C: 0.749 -2.392 -1.191
C: 1.898 -2.261 -1.981
C: 2.333 -0.957 -1.870
N: 1.465 -0.228 -1.113
H: -5.455 -0.748 0.492
H: -3.151 0.431 0.727
H: -1.276 -2.503 -1.658
H: -3.470 -3.618 -2.120
H: -2.023 1.364 -1.789
H: -1.489 3.953 -1.193
H: -0.331 3.845 1.263
H: 0.263 -3.325 -1.008
H: 2.389 -3.043 -2.574
H: 3.211 -0.410 -2.278
S: 0.928 1.286 2.075
C: -0.566 -0.943 1.620
N: 0.614 -1.573 1.958
C: 0.848 -2.075 3.151
C: -0.230 -2.191 3.998
C: -1.459 -1.693 3.609
N: -1.626 -1.008 2.442
H: 1.344 -1.583 1.237
H: 1.850 -2.490 3.449
H: -0.047 -2.584 4.977
H: -2.333 -1.792 4.248

Calculated values
Net charge: 0
Lowest unoccupied orbital energy in eV: -1.3
Highest occupied orbital energy in eV: -7.6
Gap between HOMO and LUMO in eV: 6.35

***

(8)
C25H20BaCl3NO9S | ωB97M-V/def2-TZVPD

Element x y z (Å)
Ba: 0.428 0.490 -0.740
O: 1.777 1.068 -5.056
C: 1.993 1.102 -3.839
O: 1.281 1.654 -2.945
C: 3.310 0.445 -3.357
C: 3.796 0.974 -2.003
C: 5.284 0.643 -1.809
C: 5.223 -0.879 -1.517
C: 3.713 -1.138 -1.612
O: 3.180 0.078 -1.057
C: 3.262 -1.098 -3.083
C: 1.912 -1.834 -3.233
O: 1.897 -2.835 -3.963
O: 0.966 -1.384 -2.522
H: 4.048 0.644 -4.136
H: 3.489 1.992 -1.778
H: 5.691 1.194 -0.959
H: 5.875 0.888 -2.693
H: 5.591 -1.103 -0.514
H: 5.783 -1.480 -2.234
H: 3.336 -1.986 -1.044
H: 3.980 -1.622 -3.714
C: -0.630 1.285 4.261
C: -0.346 0.361 3.080
O: 0.133 0.879 2.081
C: -0.653 -1.062 3.202
C: -1.175 -1.557 4.413
C: -1.479 -2.881 4.614
C: -1.252 -3.782 3.554
C: -0.747 -3.353 2.361
C: -0.424 -1.969 2.099
O: -0.005 -1.634 0.959
H: -0.342 2.290 3.960
H: -0.064 0.990 5.147
H: -1.690 1.274 4.519
H: -1.347 -0.862 5.226
H: -1.881 -3.221 5.560
H: -1.483 -4.836 3.681
H: -0.579 -4.043 1.542
S: -4.427 0.775 -2.954
C: -2.714 0.656 -2.674
N: -2.359 0.101 -1.575
C: -3.464 -0.283 -0.831
C: -3.408 -0.908 0.413
C: -4.592 -1.227 1.045
C: -5.826 -0.932 0.450
C: -5.895 -0.316 -0.785
C: -4.700 0.007 -1.423
H: -2.003 1.036 -3.400
H: -2.443 -1.134 0.849
H: -4.562 -1.712 2.012
H: -6.743 -1.192 0.966
H: -6.850 -0.091 -1.243
Cl: 1.071 6.075 0.556
C: -0.365 5.038 0.551
Cl: -1.631 5.825 -0.412
Cl: -0.952 4.871 2.235
C: -0.052 3.563 0.020
O: -1.059 2.948 -0.366
O: 1.125 3.210 0.111

Calculated values
Net charge: -2
Lowest unoccupied orbital energy in eV: 3.9
Energy relative to the best compared isomer or geometry (same formula, charge and spin) in kcal/mol: 0.0
Highest occupied orbital energy in eV: -2.8
Gap between HOMO and LUMO in eV: 6.69

***

Record order is preserved below.
F_max: 3.19; 0.89; 0.34; 1.13; 5.29; 0.76; 3.83; 0.20 eV/A